Entry 1:
Here is 2 unconnected molecules or ions with the total composition C2H8N3 in a non-equilibrium geometry from the OMol25 dataset. Energies are from ωB97M-V with the def2-TZVPD basis set.

ORCA input file:
```
! wB97M-V def2-TZVPD RIJCOSX def2/J DEFGRID3
* xyz 2 2
C -0.517 1.814 -1.249
N 0.609 1.579 -0.759
H -1.125 0.946 -1.494
H -0.912 2.803 -1.483
H 1.370 2.284 -0.671
H 1.236 -0.405 -0.393
N -0.830 -0.676 1.287
C 0.003 -1.592 0.820
N 1.007 -1.328 0.014
H -0.588 0.293 1.369
H -1.671 -1.012 1.737
H -0.213 -2.632 1.085
H 1.631 -2.076 -0.262
*
```

Calculated values
Orbital gap (alpha / beta)   9.9 / 5.7 eV
HOMO energy (alpha / beta)   -20.184 / -20.170 eV
LUMO energy (alpha / beta)   -0.3787 / -0.5315 Ha
⟨S²⟩   0.76

---

Entry 2:
Here is 3 unconnected molecules or ions with the total composition C2H8N3O in a non-equilibrium geometry from the OMol25 dataset. Energies are from ωB97M-V with the def2-TZVPD basis set.

ORCA input file:
```
! wB97M-V def2-TZVPD RIJCOSX def2/J DEFGRID3
* xyz 1 1
C -4.337 -1.537 0.535
C -2.872 1.112 -0.572
N -3.849 1.805 -0.927
N -1.771 0.695 -0.616
N 8.788 -0.345 0.354
O -4.537 -0.450 0.115
H -3.466 -2.043 0.363
H -4.967 -2.104 1.106
H 8.645 0.564 0.711
H -4.077 2.747 -1.024
H -1.354 -0.099 -0.216
H -4.758 1.224 -0.801
H 9.741 -0.406 -0.071
H 8.813 -1.165 1.041
*
```

Calculated values
Orbital gap   6.2 eV
HOMO energy   -11.139 eV
LUMO energy   -0.1832 Ha

---

Entry 3:
Here is 2 unconnected molecules or ions with the total composition C2H8N3O in a non-equilibrium geometry from the OMol25 dataset. Energies are from ωB97M-V with the def2-TZVPD basis set.

ORCA input file:
```
! wB97M-V def2-TZVPD RIJCOSX def2/J DEFGRID3
* xyz 1 1
C 1.376 -0.671 0.924
N 2.613 -1.103 1.169
O 0.877 -0.345 -0.151
H 0.806 -0.504 1.849
H 2.745 -1.547 2.064
H 3.096 -1.430 0.339
N -1.703 -0.376 -0.555
C -1.837 0.915 -0.747
N -0.812 1.695 -0.944
H -0.995 -0.998 -0.925
H -2.561 -0.919 -0.559
H -2.835 1.321 -0.562
H -0.878 2.687 -1.091
H 0.109 1.276 -0.811
*
```

Calculated values
Orbital gap   11.1 eV
HOMO energy   -14.367 eV
LUMO energy   -0.1211 Ha

---

| no. | DFT total energy (eV) |
| --- | --- |
| 1 | -6652.9741 |
| 2 | -8711.6665 |
| 3 | -8715.9961 |